(1)
14
Properties=species:S:1:pos:R:3:forces:R:3 method="wB97M-V/def2-TZVPD" orbital_gap_ev="7.51 / 7.65" homo_energy_ha="-0.4673 / -0.4698" e_above_lowest_ev=2.570 charge=+1 total_energy_ev=-25581.8025 smiles="CS[C@@H]([NH3+])/N=N/I" lumo_energy_ha="-0.1914 / -0.1887"
C -0.2846 2.1051 0.1642 1.5954 0.9028 2.4972
S -0.9315 0.8493 -0.8095 -1.1777 -1.7544 -2.1046
C -0.2879 -0.6642 0.0657 0.3216 2.4545 0.8167
N -1.0264 -1.9040 -0.3575 -2.0090 2.7706 -0.7861
N 1.0265 -0.8251 -0.4130 5.5034 2.7906 2.6637
N 2.0116 0.1109 0.3144 -6.7311 -3.5190 -1.8635
I 3.8876 -0.1706 0.0720 1.3857 -0.5014 -0.7327
H -0.6250 3.1059 -0.1142 -0.9741 -0.4474 -0.0201
H 0.8289 2.3210 0.1013 -1.0569 -1.1390 0.2508
H -0.6459 1.7575 1.1846 0.9465 1.4702 -0.7420
H -0.4292 -0.4890 1.1411 0.2262 -0.2754 -0.1275
H -0.6470 -2.6404 0.2529 -0.4462 -0.3537 -0.8474
H -0.7489 -1.8891 -1.3965 -0.7275 -1.2105 1.5682
H -2.1280 -1.6673 -0.2054 3.1439 -1.1879 -0.5727

=====

(2)
12
Properties=species:S:1:pos:R:3:forces:R:3 method="wB97M-V/def2-TZVPD" orbital_gap_ev="8.88 / 8.88" homo_energy_ha="-0.4965 / -0.4965" e_above_lowest_ev=0.773 charge=+1 total_energy_ev=-13818.0767 smiles=[NH3+]C[C@@H](O)I lumo_energy_ha="-0.1702 / -0.1702"
N -0.2798 -1.0942 -0.3254 0.2797 0.2214 0.8815
C 0.4317 -0.0602 0.4563 1.1477 -0.8441 2.0966
C -0.3809 1.1632 0.6366 -1.4727 -0.3032 0.6291
O -0.7251 1.6899 -0.5309 -1.3061 3.1856 0.1874
I -2.3491 0.0303 1.7759 0.7262 1.0166 -0.3554
H -1.1317 -1.2748 0.1710 -1.3679 -0.1888 1.2383
H 0.1060 -2.0207 -0.4509 0.9304 0.0710 -0.5221
H -0.6429 -0.6402 -1.1157 -0.1867 0.2793 -2.3791
H 1.4082 0.1589 0.0439 0.1240 0.0020 -0.4542
H 0.5650 -0.4340 1.4853 0.2477 -0.1751 -0.5632
H -0.0726 1.8637 1.4211 -0.0653 -0.4960 -0.1128
H -1.0957 2.6575 -0.3862 0.9430 -2.7685 -0.6461

=====

(3)
12
Properties=species:S:1:pos:R:3:forces:R:3 method="wB97M-V/def2-TZVPD" orbital_gap_ev="7.42 / 7.42" homo_energy_ha="-0.4661 / -0.4661" e_above_lowest_ev=1.636 charge=+1 total_energy_ev=-13817.2130 lumo_energy_ha="-0.1934 / -0.1934"
C 0.4044 -0.4013 0.6399 -0.5997 1.1857 0.2148
C -0.3182 0.9687 0.4548 -1.3593 -1.1511 0.8060
N 0.5033 -1.0988 -0.7133 0.6749 -0.3405 0.7843
O 0.1063 1.7076 -0.5619 0.4909 -1.9181 0.2892
I -2.9698 -0.0471 -0.0404 2.0876 0.5856 0.1795
H 1.4482 -0.1801 0.9792 -0.6710 -0.2800 -0.4118
H -0.1051 -0.9955 1.4624 0.4416 0.5427 -1.5198
H -0.6584 1.3332 1.4548 0.3056 0.4139 -1.2245
H -0.3388 -1.0633 -1.2861 -0.5458 1.5100 -0.3196
H 0.4654 -2.1077 -0.6154 1.0670 -0.5629 0.5262
H 1.3874 -0.7783 -1.1763 -1.2179 -0.5546 -0.0194
H 0.0751 2.6625 -0.5978 -0.6739 0.5692 0.6950

=====

(4)
12
Properties=species:S:1:pos:R:3:forces:R:3 method="wB97M-V/def2-TZVPD" orbital_gap_ev=9.93 homo_energy_ha=-0.5195 e_above_lowest_ev=1.628 charge=+1 total_energy_ev=-13817.2217 smiles=C[C@@]([NH3+])(O)I lumo_energy_ha=-0.1547
C 0.0066 -0.2163 -1.0355 -0.2521 -2.0194 -1.5298
C -0.7090 0.3724 0.1228 -1.2836 4.4637 -2.4291
N -0.0728 0.1074 1.3909 3.4522 -2.0144 -0.2875
O -0.4714 1.9463 0.0167 -2.5772 -3.9765 4.6457
I -2.8438 -0.0559 -0.1095 0.9553 0.3091 0.6979
H 1.1261 -0.2970 -0.8174 -1.4134 0.0812 -0.7888
H -0.5050 -1.2250 -1.2886 1.5003 1.1833 0.6464
H -0.2861 0.3448 -1.9836 0.8549 -0.3647 1.3216
H 0.8294 0.7238 1.2827 -1.5679 -1.4519 0.6499
H -0.5679 0.4752 2.1794 -0.6477 0.0851 0.8029
H 0.1940 -0.9852 1.4978 -0.8298 3.1093 0.0061
H -0.0481 2.0748 -0.7671 1.8091 0.5952 -3.7353

=====

(5)
13
Properties=species:S:1:pos:R:3:forces:R:3 method="wB97M-V/def2-TZVPD" orbital_gap_ev=8.87 homo_energy_ha=-0.3074 e_above_lowest_ev=2.386 charge=0 total_energy_ev=-23113.4354 lumo_energy_ha=0.0184
C -2.1344 -1.1305 1.2828 2.8036 1.5472 0.4320
C -1.0101 -0.9277 0.5583 -0.7426 -1.7924 1.4706
N 0.3480 2.6862 -2.1606 -1.5977 2.6959 0.1227
O -1.0581 1.9156 -0.1683 -0.5707 -3.8780 0.8617
P 0.3933 1.5899 -0.9475 -1.9168 -0.9810 1.9296
I 1.9000 2.4599 0.8990 0.1736 0.1990 0.0405
H -1.9698 -1.0566 2.3559 -0.6068 -0.2943 -0.0531
H -1.5299 0.8530 0.3979 2.3517 3.8159 -2.2430
H -3.0848 -1.0957 0.8793 -1.8860 -0.3503 -0.6901
H -0.9823 -1.0741 -0.5029 0.1512 0.3409 -0.4184
H -0.1068 -1.0137 1.1692 0.1268 0.5160 -0.7507
H 1.2757 2.7004 -2.5615 -0.0978 0.6396 -0.4945
H -0.1936 3.6402 -2.0679 1.8115 -2.4584 -0.2074

=====

(6)
12
Properties=species:S:1:pos:R:3:forces:R:3 method="wB97M-V/def2-TZVPD" orbital_gap_ev=8.38 homo_energy_ha=-0.3168 e_above_lowest_ev=0.734 charge=0 total_energy_ev=-21065.2122 lumo_energy_ha=-0.0087
C 0.8482 0.8854 -1.1329 1.3848 1.3801 2.0140
C -0.5857 -0.8306 1.0996 0.2019 0.8842 -0.5282
N 0.2014 -0.3621 -1.3993 -1.0829 0.0128 -0.9640
P -1.3448 -0.2843 -0.5509 0.2877 -2.1898 0.2369
I -0.0487 -0.7300 -3.4449 -0.0703 0.2157 0.4656
H 1.6260 1.0747 -1.8294 0.8595 0.0382 -0.6413
H 0.3045 1.8867 -1.0424 -0.1656 -1.4604 -0.2403
H 1.3645 0.7067 -0.1315 -0.4953 0.6179 -1.0602
H 0.5296 -0.7860 0.9507 -1.2030 -0.5581 0.4020
H -0.9831 -1.7678 1.5634 0.4542 0.9311 -0.5671
H -0.8716 0.0662 1.6331 0.2190 -0.1885 1.2066
H -1.6593 -1.6404 -0.8596 -0.3900 0.3166 -0.3239

=====

(7)
10
Properties=species:S:1:pos:R:3:forces:R:3 method="wB97M-V/def2-TZVPD" orbital_gap_ev=9.68 homo_energy_ha=-0.3110 e_above_lowest_ev=3.234 charge=0 total_energy_ev=-3674.2485 smiles=CNC lumo_energy_ha=0.0447
C 0.2737 0.8912 0.6310 0.4120 -1.3590 6.7737
N 0.5956 -0.0340 -0.3346 4.2636 -0.4574 0.4216
C -0.4796 -0.7569 -0.7765 -6.1235 6.0879 5.5395
H -0.5514 0.3835 1.4135 1.5642 1.1489 -1.5679
H -0.2665 1.5780 0.0827 -0.9450 2.7804 -0.1557
H 1.1325 1.2101 1.5215 -2.1658 -0.3928 -3.4174
H 1.3867 -0.6391 -0.2078 0.3867 0.2312 0.6639
H -0.0395 -1.4194 -1.2340 2.9840 -6.9454 -6.4568
H -1.0445 0.1507 -1.2280 -0.6340 -2.7284 -0.0860
H -1.0069 -1.3642 0.1323 0.2577 1.6348 -1.7150

=====

(8)
10
Properties=species:S:1:pos:R:3:forces:R:3 method="wB97M-V/def2-TZVPD" orbital_gap_ev=10.51 homo_energy_ha=-0.3415 e_above_lowest_ev=0.046 charge=0 total_energy_ev=-3677.4362 smiles=CCN lumo_energy_ha=0.0449
C 0.6371 -0.8792 0.4892 -0.3799 -0.4157 -0.2030
C 0.1491 0.2176 -0.4431 -0.4031 0.0497 0.3748
N -1.1574 0.7530 -0.0027 0.0645 -0.0501 -0.2601
H 1.6024 -1.2644 0.1664 0.1668 0.0534 0.0694
H 0.7031 -0.5106 1.5065 0.1771 0.1370 0.1836
H -0.0585 -1.7248 0.5178 -0.0021 0.1613 -0.1077
H 0.9121 0.9933 -0.4600 0.1012 0.1983 -0.2399
H 0.0175 -0.1603 -1.4586 0.1801 -0.0469 0.0432
H -1.0682 1.6305 0.4945 0.1113 -0.1029 0.0466
H -1.7372 0.9449 -0.8099 -0.0160 0.0159 0.0930

=====

(9)
10
Properties=species:S:1:pos:R:3:forces:R:3 method="wB97M-V/def2-TZVPD" orbital_gap_ev=11.39 homo_energy_ha=-0.3782 e_above_lowest_ev=1.991 charge=0 total_energy_ev=-3675.4912 smiles=CCN lumo_energy_ha=0.0404
C -0.8111 0.6437 0.3367 -1.4728 3.6036 -0.9405
C -0.0274 -0.6000 -0.0046 0.2279 1.6912 2.6626
N 1.4044 -0.1403 -0.1352 -2.8825 0.4176 -3.8856
H -1.9905 0.5085 -0.1726 3.2970 0.8161 2.1626
H -0.6845 0.9249 1.5117 -0.9697 -0.7877 -2.9110
H -0.2695 1.6618 -0.2001 -1.7677 -2.8395 1.1852
H -0.1556 -1.1137 0.9306 0.4031 -1.1766 0.2234
H -0.5278 -1.1584 -0.7648 0.3150 -0.4122 -1.0078
H 1.1954 0.2757 -1.1647 1.7524 -0.7196 2.7568
H 1.8666 -1.0022 -0.3371 1.0973 -0.5929 -0.2458

=====

(10)
10
Properties=species:S:1:pos:R:3:forces:R:3 method="wB97M-V/def2-TZVPD" orbital_gap_ev=11.52 homo_energy_ha=-0.3779 e_above_lowest_ev=0.848 charge=0 total_energy_ev=-3676.6345 smiles="C=N.C" lumo_energy_ha=0.0455
C -2.4069 3.5692 -1.4598 0.1411 0.1617 -0.0146
N -1.2858 4.1450 -1.3620 -0.1033 -0.1181 -0.0565
H -3.2218 3.8677 -0.8063 -0.0171 0.0388 0.0966
H -2.6258 2.7859 -2.1820 -0.0446 -0.1432 -0.0923
H -0.6365 3.7581 -2.0493 0.0241 0.0607 0.0669
C 2.0275 -3.6325 1.5870 0.2480 0.2004 -0.5194
H 2.5254 -4.5949 1.6802 0.0033 0.0360 0.2238
H 1.8261 -3.4789 0.5232 -0.2162 -0.0157 0.1750
H 2.6835 -2.8214 1.8992 0.0730 -0.1296 0.1428
H 1.1142 -3.5981 2.1698 -0.1082 -0.0910 -0.0222

=====

(11)
11
Properties=species:S:1:pos:R:3:forces:R:3 method="wB97M-V/def2-TZVPD" orbital_gap_ev="8.16 / 9.67" homo_energy_ha="-0.5377 / -0.5560" e_above_lowest_ev=6.011 charge=+1 total_energy_ev=-5155.4549 lumo_energy_ha="-0.2380 / -0.2006"
C 1.4511 0.5418 0.0813 -1.3318 0.2940 1.3443
C -1.7952 0.0743 -0.0644 -1.9310 -0.7624 0.4388
N 2.2556 -0.4246 -0.0735 -0.9185 1.2555 -0.0705
N -0.6957 -0.7598 0.2703 1.7149 0.8713 -1.6361
H 1.5512 1.6310 0.3992 0.3084 -1.3431 -1.0440
H -2.2197 -0.0994 -1.0970 0.4255 -0.3128 1.3527
H -1.6147 1.1266 -0.0334 0.5780 0.9419 0.2291
H -2.5460 -0.0352 0.8102 0.5674 -0.0514 -1.5532
H 3.2685 -0.2368 -0.2195 -0.5905 -0.9748 0.2796
H 1.6949 -1.3020 -0.0470 1.4053 -0.1165 -0.6096
H -0.4391 -0.6498 1.2267 -0.2277 0.1983 1.2688

=====

(12)
12
Properties=species:S:1:pos:R:3:forces:R:3 method="wB97M-V/def2-TZVPD" orbital_gap_ev="5.71 / 5.71" homo_energy_ha="-0.0521 / -0.0521" e_above_lowest_ev=5.484 charge=-1 total_energy_ev=-7209.8957 lumo_energy_ha="0.1577 / 0.1577"
C 0.3165 0.4935 1.1985 0.4609 1.7495 -1.3845
C -1.0348 -0.6365 -0.6062 -3.4646 0.1097 3.2160
N 1.2061 -0.6767 -0.6983 1.6411 -0.1146 0.4157
N 0.1658 -0.4504 0.0637 2.5622 -0.6257 2.3211
O 2.3260 -0.4005 -0.2170 -0.8585 -0.2435 -0.4564
H -0.1771 0.3255 2.1733 0.0528 -0.8989 -0.6875
H 1.4969 0.5922 1.3651 -2.8769 0.1918 -0.6125
H -0.2684 1.4145 0.7201 1.7816 -1.0445 1.0342
H -1.7914 -1.3247 0.0994 1.4808 2.0484 -1.4706
H -1.2589 0.4438 -0.8409 -1.0649 -0.7855 -0.6163
H -0.8836 -1.2245 -1.4450 0.3967 -0.6979 -1.8181
H -0.0970 1.4437 -1.8128 -0.1113 0.3113 0.0589